136
Properties=species:S:1:pos:R:3:forces:R:3 method="wB97M-V/def2-TZVPD" spin_multiplicity=5 s2=6.0041 charge=+1 homo_lumo_gap_ha="0.3863 / 0.3600" largest_force_ev_per_a=5.057 e_tot_ev=-203003.22076
Fe -10.8942 14.7840 -23.2666 -0.69 -0.99 -0.95
C -7.1372 18.4956 -19.5605 0.03 0.29 -0.60
C -7.9280 19.1139 -20.7501 0.41 -0.51 1.21
C -7.4179 18.5249 -22.0791 -0.93 2.24 0.03
N -7.3320 19.6761 -23.1882 0.45 -0.85 0.72
C -8.7354 20.2691 -23.4771 0.50 -0.08 -1.26
C -8.6618 21.2389 -24.6899 -1.19 -1.37 0.24
C -8.2120 20.4748 -25.9748 0.98 0.16 1.19
C -6.7868 19.9016 -25.6868 0.19 0.19 0.10
C -6.6253 19.0214 -24.3957 -1.55 1.31 -1.38
C -6.4300 20.8167 -22.7186 -0.53 -1.11 -0.36
H -7.5727 18.7526 -18.5949 -0.23 -0.22 -0.13
H -6.1238 18.8959 -19.5298 0.18 -0.05 -0.15
H -7.0754 17.4162 -19.6990 -0.08 0.00 0.30
H -7.8230 20.1944 -20.6519 0.01 0.06 -0.38
H -8.9760 18.8793 -20.5633 -0.08 0.00 -0.43
H -8.1588 17.8048 -22.4262 0.48 -0.18 -0.33
H -6.4100 18.1304 -21.9495 -0.10 -0.09 -0.40
H -9.4124 19.4280 -23.6264 0.13 -0.10 -0.50
H -9.1975 20.8294 -22.6644 0.90 -0.24 0.67
H -9.6630 21.6659 -24.7482 -0.43 -0.51 -0.47
H -8.1646 22.1717 -24.4237 1.04 -0.32 -0.27
H -8.8186 19.6093 -26.2413 -0.63 0.24 0.43
H -8.2602 21.1663 -26.8160 0.47 -0.15 -0.10
H -6.4076 19.2670 -26.4878 -0.27 -0.07 -0.19
H -6.0676 20.7204 -25.6678 0.01 0.18 0.21
H -7.0494 18.0389 -24.6030 -0.18 0.01 0.45
H -5.5556 18.9187 -24.2134 -0.20 -0.01 0.55
H -7.1220 21.6051 -22.4227 0.73 0.05 0.51
H -5.7973 21.1438 -23.5437 -0.26 0.06 0.06
H -5.7942 20.3541 -21.9637 -0.10 0.67 0.28
C -15.6155 11.2816 -19.4690 -0.01 0.70 0.31
C -16.5006 12.4755 -19.8474 -0.84 0.03 -0.98
C -15.8939 13.8220 -19.3862 -0.82 -0.95 1.47
N -16.7845 15.0319 -19.3793 -1.78 1.05 -1.24
C -17.0482 15.3727 -20.8662 -0.49 0.72 0.42
C -15.8720 16.0096 -21.5434 1.26 -0.63 -0.24
C -15.3112 17.2144 -20.8013 -0.09 -1.35 0.11
C -14.8903 16.7866 -19.3427 0.02 1.28 -1.51
C -16.0858 16.2306 -18.6316 -0.84 -0.55 -0.27
C -18.2090 14.8732 -18.7207 1.04 -0.78 0.51
H -14.7813 11.3384 -20.1683 0.22 -0.60 0.30
H -16.1140 10.3124 -19.4548 -0.14 0.16 -0.70
H -15.2862 11.3649 -18.4333 0.37 0.28 0.04
H -17.5524 12.2855 -19.6337 0.01 0.34 1.11
H -16.6161 12.4884 -20.9312 0.64 0.07 -0.26
H -15.0026 14.0238 -19.9803 -0.08 0.24 0.19
H -15.6618 13.7614 -18.3230 0.59 -0.42 0.00
H -17.3895 14.4760 -21.3835 0.16 -0.13 0.30
H -17.8854 16.0705 -20.8867 -0.06 0.08 0.22
H -15.0697 15.2812 -21.6612 0.02 -0.17 -0.31
H -16.1650 16.3273 -22.5440 -0.09 -0.23 -0.07
H -14.4612 17.5884 -21.3720 -0.05 0.16 0.20
H -16.1733 17.8724 -20.9110 0.36 0.96 0.96
H -13.9826 16.1831 -19.3314 -0.26 -0.48 -0.31
H -14.5384 17.7006 -18.8642 -0.36 0.03 0.49
H -15.9182 15.9028 -17.6056 0.13 -0.27 -0.12
H -16.8444 17.0119 -18.5847 -0.16 -0.09 -0.09
H -18.9202 15.6630 -18.9625 0.76 0.38 -0.24
H -18.0714 14.8285 -17.6404 0.18 0.22 -0.02
H -18.7374 13.9499 -18.9585 0.63 -0.11 -0.54
C -11.9453 15.3895 -29.3590 1.02 0.44 1.34
N -10.8307 14.3676 -29.2632 -2.30 -1.57 -1.17
C -11.4957 13.0096 -29.7495 1.33 0.24 0.19
C -9.7183 14.7699 -30.1916 -0.49 -0.54 0.88
C -10.2219 14.3157 -27.7906 -1.33 -0.75 -0.56
C -11.2519 13.7633 -26.7523 -0.41 1.52 0.41
O -10.7355 13.9279 -25.4132 0.37 -1.43 -0.99
H -12.7911 15.0807 -28.7446 0.34 0.16 0.26
H -12.3625 15.6449 -30.3330 0.76 -0.56 -0.34
H -11.3779 16.2199 -28.9389 -1.12 0.70 0.03
H -10.6996 12.2720 -29.8509 -0.07 -0.18 0.66
H -11.9244 13.0518 -30.7507 0.15 1.01 -0.05
H -12.3160 12.6914 -29.1061 0.48 0.19 0.36
H -9.0324 13.9294 -30.0858 0.61 0.57 -0.26
H -9.4048 15.7330 -29.7889 0.65 -0.23 -0.20
H -10.0303 14.9026 -31.2275 -0.33 -0.22 0.20
H -9.9255 15.3328 -27.5339 -0.15 0.02 -0.13
H -9.3423 13.6744 -27.8471 -0.03 -0.12 -0.06
H -11.6045 12.7639 -27.0072 0.51 -0.18 0.43
H -12.1312 14.4012 -26.6626 -0.10 0.08 -0.71
H -10.1240 13.2015 -25.2717 0.45 -0.45 -0.08
C -9.6978 9.7067 -23.3744 0.76 -0.05 -0.32
C -8.9162 9.3478 -22.0776 -1.22 -2.14 -2.18
N -9.3029 10.1640 -20.9892 -0.81 1.04 0.84
C -8.5206 11.2270 -20.5860 -1.52 -0.48 0.84
C -9.2864 11.8565 -19.6615 -0.80 1.49 0.44
N -10.5700 11.3132 -19.5948 2.34 -1.49 -1.16
C -10.5233 10.1786 -20.4021 0.72 2.93 0.38
C -11.6955 11.7970 -18.7416 0.89 -1.45 -1.06
H -9.3989 10.6646 -23.8001 -0.17 0.18 0.31
H -10.7789 9.6434 -23.2501 0.04 0.28 0.34
H -9.4862 9.0122 -24.1874 0.32 -0.26 0.20
H -7.8344 9.2878 -22.1968 -0.13 0.49 0.05
H -9.2406 8.3367 -21.8315 0.21 -0.19 0.10
H -7.5565 11.4444 -21.0214 -0.08 -0.12 0.19
H -9.0729 12.7462 -19.0877 0.06 -0.06 -0.08
H -11.4227 9.6743 -20.7232 0.32 -0.41 0.07
H -12.0418 12.7724 -19.0835 0.19 -0.20 0.16
H -11.3568 11.7532 -17.7065 -0.28 0.17 -0.08
H -12.3974 10.9969 -18.9772 -0.72 0.49 0.64
P -12.5191 17.2536 -25.2202 -0.80 0.93 1.55
F -11.6569 15.9935 -24.6477 1.88 -1.43 -3.37
F -12.3093 16.9508 -26.8286 0.02 -0.29 1.97
F -13.8794 16.2886 -25.1132 1.14 0.76 -1.55
F -13.3772 18.5634 -25.5094 0.42 -0.64 0.27
F -12.6632 17.2875 -23.5876 -1.04 3.67 0.65
F -11.0589 18.2234 -25.2527 -2.16 -1.72 0.26
P -13.0697 12.4323 -22.6753 -0.59 1.05 -2.20
F -12.9866 10.8788 -22.3367 -0.52 0.38 0.78
F -11.4273 12.4762 -22.8323 0.48 -0.84 0.30
F -13.2694 12.1072 -24.2310 0.28 -0.62 0.16
F -12.8798 13.9992 -23.1836 -1.13 1.09 0.37
F -14.7097 12.6146 -22.5667 1.42 -0.41 0.53
F -12.9243 12.9474 -21.1572 -0.19 -0.69 0.07
P -10.7592 15.7832 -20.6552 0.02 4.60 2.11
F -10.2882 14.3219 -21.2183 -0.69 0.89 0.17
F -10.3845 16.6145 -22.0462 0.45 -1.33 -0.41
F -12.2329 15.6678 -21.3460 0.28 -1.15 0.54
F -11.2105 17.2622 -20.1083 -0.20 -0.43 0.42
F -11.2716 15.1523 -19.2644 0.58 -0.47 -0.73
F -9.2423 16.1634 -20.1286 -1.24 -1.50 -0.17
P -7.9534 14.4021 -23.5882 4.41 0.17 -0.59
F -7.9470 14.0750 -25.1245 0.03 0.65 -1.36
F -9.0916 13.3646 -23.4578 -3.24 -1.88 0.87
F -6.8670 13.2214 -23.3427 -0.04 0.24 0.05
F -8.0012 14.6418 -22.0338 0.00 0.91 0.66
F -6.7901 15.4863 -23.7829 -0.42 0.45 0.11
F -9.1344 15.6189 -23.8305 1.31 -0.36 -0.22
P -8.4786 10.3872 -27.3148 0.94 -1.63 -0.12
F -9.1959 9.0010 -26.7314 0.43 1.55 0.01
F -9.5514 10.3759 -28.6069 0.77 0.70 1.17
F -9.5445 11.2944 -26.4369 0.35 -0.37 -0.09
F -7.7982 11.8267 -27.8069 -0.64 -1.33 -0.44
F -7.3286 10.3912 -26.0868 -1.82 -0.16 -1.08
F -7.5160 9.3886 -28.2118 -0.35 1.70 0.64